[1]
C6H10O2 | wB97M-V/def2-TZVPD

```
18
Properties=species:S:1:pos:R:3:forces:R:3:lowdin_charge:R:1
C 0.298454 -0.924626 -0.259874 -0.26 0.10 -0.50 -0.315
C -0.439895 -1.363800 -1.519288 0.14 0.00 0.16 -0.062
C -0.080516 0.467300 1.884934 -0.10 0.15 -0.24 -0.049
C -0.240281 0.336171 0.389883 -0.12 0.03 0.21 -0.265
C -0.787318 1.310510 -0.335104 0.08 -0.35 0.06 -0.147
C 1.739172 -0.572387 -0.550262 0.08 -0.21 0.45 -0.243
O -1.290125 2.470700 0.152179 -0.03 0.23 0.20 0.031
O 2.206091 -0.374907 -1.635683 0.08 -0.02 -0.28 0.070
H -1.171454 2.503183 1.109572 -0.01 0.00 -0.07 0.088
H 0.276032 -1.728151 0.483008 0.05 0.07 0.02 0.140
H -0.899355 1.258962 -1.405694 -0.01 -0.03 -0.12 0.129
H 2.350942 -0.444266 0.365670 0.14 0.06 -0.03 0.130
H -0.192281 -0.709221 -2.349941 -0.02 0.01 -0.11 0.074
H -0.135612 -2.372675 -1.788128 0.02 -0.05 -0.12 0.083
H -1.514351 -1.350475 -1.357979 -0.08 -0.02 0.02 0.084
H -1.053678 0.519132 2.377244 -0.04 0.00 0.13 0.087
H 0.449356 -0.388959 2.292173 0.04 -0.03 0.08 0.077
H 0.484819 1.363508 2.147290 0.04 0.05 0.13 0.086
```
Positions in Å, forces in eV/Å.

Computed properties:
Molar mass   114.14 g/mol
ΔE to the lowest compared entry with this formula, charge and spin   97.57 kJ/mol
Energy   -385.06523 Ha
E_HOMO   -8.675 eV
Frontier orbital gap   0.3434 Ha
Net charge   0
SMILES   C/C(=C\O)[C@@H](C)C=O



[2]
C21H48IO7PS | wB97M-V/def2-TZVPD

```
79
Properties=species:S:1:pos:R:3:forces:R:3:lowdin_charge:R:1
C 4.005049 -0.304278 1.091417 0.04 -0.05 0.07 -0.082
C 2.732770 0.340236 0.548626 0.12 0.06 0.04 -0.291
C 2.337399 0.017227 -0.895136 0.00 -0.06 0.06 -0.673
I 3.163976 1.436394 -2.279688 0.06 0.03 -0.04 0.894
C 2.572736 -1.370617 -1.441102 -0.18 -0.25 -0.18 -0.400
O 3.974990 -1.749962 -1.527856 -0.03 0.07 0.16 -0.193
S 4.168861 -3.275382 -1.109004 0.01 0.09 -0.31 0.580
O 4.601016 -3.328888 0.246713 0.10 -0.18 -0.05 -0.231
O 4.872377 -3.957035 -2.128420 0.01 -0.08 0.05 -0.198
O 2.630091 -3.659755 -1.183203 -0.04 -0.04 0.10 -0.229
C 1.911125 -2.506498 -0.653988 0.08 0.17 0.03 -0.435
P 0.084567 -2.845640 -0.750205 0.13 0.01 -0.09 1.067
C -0.439794 -2.043863 -2.345811 -0.10 -0.04 0.04 -0.384
C -0.807172 -0.553218 -2.414408 0.14 0.02 -0.10 -0.144
C -0.451624 -1.699939 0.590458 -0.14 0.07 0.06 -0.438
C -1.907179 -1.962465 0.996544 0.05 0.09 0.04 -0.157
H 4.080948 -1.372889 0.889840 -0.04 0.30 0.16 0.034
H 4.893862 0.175347 0.679311 -0.01 -0.06 -0.08 0.085
H 4.035940 -0.176199 2.174762 0.02 0.07 -0.02 0.083
H 2.854523 1.421899 0.615102 -0.19 0.01 0.07 0.081
H 1.876646 0.102257 1.188052 0.04 -0.17 -0.01 0.099
H 1.261703 0.151491 -1.002959 0.11 0.22 -0.08 0.043
H 2.207368 -1.410457 -2.470240 -0.01 0.06 0.05 0.122
H 2.158601 -2.422897 0.409918 -0.02 -0.02 -0.02 0.113
H -1.284852 -2.653581 -2.669018 0.00 0.03 -0.02 0.062
H 0.356969 -2.275452 -3.057558 -0.04 -0.11 0.00 0.070
H -1.830725 -0.403714 -2.753659 0.00 -0.02 0.05 0.073
H -0.170188 -0.017117 -3.120152 0.01 0.00 0.05 0.070
H -0.709630 -0.037633 -1.460124 -0.14 0.02 -0.05 0.032
H -0.332411 -0.644321 0.336398 0.09 -0.04 0.04 0.052
H 0.220806 -1.888831 1.431670 -0.06 -0.11 0.01 0.076
H -2.598253 -1.417248 0.351741 0.00 -0.08 -0.06 0.067
H -2.148353 -3.024754 0.940809 -0.02 0.01 0.02 0.059
H -2.089161 -1.631343 2.019765 -0.01 0.02 -0.03 0.069
C 4.845759 -7.467861 3.760332 -0.02 0.01 0.01 -0.081
C 4.339351 -8.442539 2.710915 0.01 -0.02 0.00 -0.284
O 2.946455 -8.358519 2.464100 0.00 -0.01 0.01 -0.161
C 2.475497 -7.103053 2.002378 0.00 0.02 0.02 -0.278
C 3.106986 -6.633373 0.704643 0.00 -0.06 0.00 -0.070
H 4.310933 -7.602766 4.701605 0.00 0.01 -0.01 0.080
H 5.908202 -7.641733 3.937331 0.00 -0.01 0.01 0.076
H 4.731867 -6.430247 3.444442 0.02 0.00 -0.01 0.065
H 4.496039 -9.467183 3.049214 0.02 0.00 0.00 0.117
H 4.905208 -8.320379 1.780407 -0.02 0.02 -0.01 0.108
H 2.599958 -6.337684 2.778177 0.02 -0.01 0.01 0.107
H 1.403279 -7.246807 1.864852 0.00 0.01 0.00 0.118
H 4.176921 -6.449319 0.808011 -0.01 0.04 0.01 0.071
H 2.642449 -5.697339 0.395325 -0.02 -0.01 -0.02 0.057
H 2.958899 -7.369823 -0.086627 0.00 0.00 0.01 0.088
C -0.988047 4.640840 -3.300141 0.02 -0.01 0.02 -0.073
C -1.748579 3.383805 -3.684726 0.02 0.00 -0.01 -0.273
O -1.866767 2.436213 -2.636517 0.01 -0.05 0.01 -0.183
C -2.538663 2.881852 -1.468855 0.01 0.02 0.02 -0.273
C -3.970008 3.328328 -1.698626 -0.02 -0.01 -0.01 -0.070
H 0.008517 4.390696 -2.933223 -0.01 0.00 0.01 0.078
H -0.883234 5.286140 -4.173468 0.01 -0.01 0.00 0.079
H -1.505219 5.212827 -2.528445 -0.02 0.01 -0.02 0.060
H -1.213645 2.854244 -4.473804 -0.01 0.01 -0.01 0.119
H -2.735630 3.643963 -4.082989 -0.01 0.00 0.03 0.109
H -1.969695 3.681098 -0.979547 0.01 0.01 -0.01 0.106
H -2.520431 2.021655 -0.796983 0.00 0.00 0.01 0.112
H -4.025783 4.202635 -2.348630 0.00 0.02 0.02 0.069
H -4.420466 3.610799 -0.746582 -0.01 0.01 -0.01 0.066
H -4.559545 2.528938 -2.150364 0.01 -0.01 0.00 0.082
C -6.128858 6.909010 2.356306 0.00 0.01 -0.02 -0.079
C -5.195260 5.778615 1.960909 0.00 0.00 0.01 -0.280
O -4.694583 5.876150 0.637625 0.00 -0.05 -0.01 -0.178
C -3.933213 7.034404 0.340933 0.01 0.00 -0.03 -0.278
C -2.683199 7.190619 1.189096 0.00 -0.03 0.01 -0.077
H -6.968446 6.975001 1.663308 0.01 0.00 0.00 0.082
H -6.520271 6.726118 3.357966 -0.01 -0.01 -0.01 0.077
H -5.621310 7.874101 2.373364 0.01 -0.01 0.03 0.066
H -5.732628 4.830001 1.980537 0.00 0.00 0.02 0.118
H -4.372603 5.696974 2.680471 0.01 0.02 -0.02 0.108
H -4.554564 7.934273 0.410217 -0.01 -0.01 0.02 0.108
H -3.657132 6.917906 -0.707983 0.00 0.02 0.00 0.114
H -2.917403 7.336107 2.244173 0.00 0.03 -0.01 0.067
H -2.120572 8.063059 0.853973 0.01 -0.01 -0.01 0.078
H -2.043540 6.311374 1.098305 0.00 0.00 0.01 0.077
```
Positions in Å, forces in eV/Å.

Computed properties:
Molar mass   602.55 g/mol
Energy   -2392.76783 Ha
E_HOMO   -9.322 eV
Frontier orbital gap   0.3544 Ha
Net charge   0



[3]
C36H42ClN5OPSTeZr | wB97M-V/def2-TZVPD

```
89
Properties=species:S:1:pos:R:3:forces:R:3:lowdin_charge:R:1
Zr -16.267164 5.041510 11.468330 -0.19 -0.09 0.40 0.780
Cl -13.535349 2.145646 10.942919 -0.12 -0.31 -0.02 0.646
C -11.940000 2.792405 11.003628 1.20 0.88 -0.36 -0.640
C -10.826665 1.932957 11.146704 -0.90 0.11 -0.83 -0.097
C -9.533080 2.407982 11.064794 0.19 0.30 0.33 -0.065
C -9.344605 3.777251 10.886379 0.32 -0.46 0.39 -0.070
C -10.421788 4.624947 10.788460 0.25 0.42 -0.23 -0.111
C -11.741200 4.178620 10.810851 -0.23 -0.58 0.87 -0.369
P -13.072412 5.472316 10.825990 0.47 0.31 0.37 1.037
C -12.805238 6.174124 9.174037 -0.27 0.51 -1.32 -0.389
C -13.553348 7.331969 8.816751 0.58 -0.90 0.79 -0.131
C -13.400479 7.945189 7.597669 -0.66 0.14 -0.13 -0.104
C -12.511991 7.472783 6.646318 0.56 -0.38 1.44 -0.078
C -11.728136 6.370717 7.008394 -0.33 0.11 -0.72 -0.066
C -11.918473 5.668584 8.204812 -0.18 0.51 0.12 -0.074
C -12.217118 6.814434 11.806441 -0.05 0.57 -0.12 -0.349
C -11.447803 7.847394 11.244505 0.13 -0.24 0.47 -0.086
C -10.803171 8.789656 12.071514 -0.27 -0.82 -0.53 -0.066
C -10.935071 8.726029 13.451478 0.04 -0.20 -0.28 -0.078
C -11.699248 7.708443 14.006404 -0.35 1.07 0.18 -0.075
C -12.367093 6.824639 13.190087 -0.33 -1.14 0.19 -0.114
H -10.994376 0.872654 11.131742 -0.18 -0.31 0.41 0.100
H -8.671067 1.735342 11.191905 -0.57 0.32 -0.19 0.121
H -8.350113 4.190505 10.909486 0.18 0.06 -0.18 0.108
H -10.200561 5.685416 10.667304 -0.22 -0.23 0.10 0.108
H -14.212307 7.795032 9.543749 -0.08 -0.14 0.12 0.093
H -14.037347 8.797352 7.413128 0.11 0.27 -0.23 0.111
H -12.356978 8.059992 5.769279 0.19 -0.07 -0.67 0.102
H -10.960719 6.058664 6.310884 0.00 -0.24 0.05 0.106
H -11.321415 4.772521 8.383734 -0.19 0.34 0.05 0.107
H -11.329507 7.869167 10.165702 0.16 0.26 0.14 0.097
H -10.151156 9.507918 11.608771 0.01 0.36 -0.07 0.099
H -10.464159 9.456882 14.096038 0.09 0.00 -0.09 0.106
H -11.893512 7.753628 15.072643 0.10 -0.41 -0.04 0.111
H -13.005715 6.072602 13.644095 0.02 0.03 0.02 0.026
C -18.436195 3.652145 8.855384 -0.12 0.81 0.87 -0.021
C -18.698062 5.154009 8.987627 0.98 -0.37 -0.14 -0.305
C -19.604755 5.728577 8.077328 -0.70 -0.95 -0.51 -0.013
C -19.854238 7.050781 8.156666 -0.76 0.40 -0.22 0.004
C -19.206079 7.870104 9.087595 0.30 -0.46 -0.02 -0.161
C -19.427478 9.248562 9.126817 0.34 0.53 0.74 -0.025
C -18.632820 10.032332 9.936821 -1.37 0.94 -0.57 -0.064
C -17.667001 9.465116 10.748396 -0.20 -1.19 -0.78 -0.099
C -17.476735 8.082044 10.737003 0.73 0.61 1.11 -0.565
S -16.266966 7.459353 11.865364 0.26 -0.06 0.13 0.565
C -18.247825 7.243737 9.920607 -0.22 0.36 -0.68 -0.233
N -18.014381 5.887759 9.855254 -0.26 0.01 -0.01 0.020
H -17.952868 3.394547 7.927071 0.21 0.10 -0.44 0.083
H -19.402421 3.172447 8.853174 -0.30 -0.41 0.05 0.087
H -17.820941 3.257007 9.667850 -0.24 0.04 -0.18 0.044
H -20.145982 5.087456 7.345643 0.57 0.53 0.67 0.139
H -20.585687 7.524063 7.524335 -0.15 -0.01 -0.33 0.126
H -20.254957 9.690050 8.599416 -0.03 0.00 -0.40 0.117
H -18.845005 11.120603 9.965652 0.37 -0.81 0.05 0.128
H -17.073432 10.120521 11.334661 0.57 0.12 0.66 0.099
C -18.170477 3.605511 15.645723 -0.13 -0.90 0.73 -0.122
N -18.566377 4.289136 14.443021 0.05 -0.73 -0.85 -0.202
C -18.589897 5.703489 14.551750 -0.57 2.04 -0.58 -0.096
C -18.566826 3.705816 13.227439 -0.52 -0.54 1.46 -0.511
N -18.322282 4.425497 12.134772 0.15 -0.47 -0.73 -0.068
N -18.917780 2.385094 13.181012 -0.75 0.80 0.27 -0.132
C -18.673469 1.622181 11.990754 0.47 0.10 -0.33 -0.063
C -19.960055 1.822943 14.071231 0.10 -0.32 -0.94 -0.021
H -17.401050 4.190861 16.132961 0.03 0.27 0.18 0.059
H -17.686556 2.638292 15.450682 -0.41 0.26 -0.20 0.081
H -19.026177 3.466458 16.328822 0.34 0.06 -0.15 0.100
H -19.383255 6.046632 15.232562 0.37 -0.34 0.26 0.102
H -18.874800 6.159854 13.587571 0.34 -0.33 0.38 0.081
H -17.616995 6.128499 14.839354 -0.22 -0.23 0.02 0.070
H -18.973787 4.096765 11.422743 0.30 0.22 -0.21 0.060
H -19.467331 1.681620 11.227682 0.20 0.23 0.13 0.098
H -18.618548 0.602446 12.306004 0.08 -0.83 0.01 0.087
H -17.685738 1.887894 11.587561 -0.38 -0.05 -0.06 0.082
H -20.320614 2.586825 14.730565 -0.02 0.21 0.45 0.073
H -19.556398 0.960904 14.609633 -0.13 0.20 0.10 0.100
H -20.840608 1.484027 13.476421 0.69 0.18 0.17 0.106
Te -15.340644 4.121269 13.750584 0.37 0.14 -0.60 0.297
C -15.412401 5.550731 6.032733 0.86 -0.23 -1.34 -0.023
N -15.227829 4.739896 7.203680 0.15 -0.66 0.48 -0.136
C -14.611836 3.416613 7.091747 -1.71 0.23 -0.76 0.022
C -15.677448 5.151110 8.360584 -0.05 -0.33 0.54 -0.303
O -15.654584 4.440699 9.414741 0.06 0.60 -0.60 -0.267
H -14.487570 5.554384 5.407234 -0.60 -0.08 0.59 0.111
H -15.568353 6.556221 6.356398 -0.30 0.71 0.00 0.077
H -16.232310 5.200912 5.388803 0.09 0.02 0.35 0.105
H -13.703006 3.505734 6.548144 0.83 0.00 -0.35 0.087
H -15.324172 2.780737 6.531858 0.48 0.06 0.21 0.114
H -14.483659 3.036446 8.076026 0.34 -0.42 0.67 0.062
H -16.107863 6.157866 8.334280 0.08 -0.14 0.25 0.147
```
Positions in Å, forces in eV/Å.

Computed properties:
Molar mass   878.08 g/mol
ΔE to the lowest compared entry with this formula, charge and spin   12.99 kJ/mol
Energy   -3260.77146 Ha
E_HOMO   -9.019 eV
Frontier orbital gap   0.2275 Ha
Net charge   +1



[4]
C7H16Sb | wB97M-V/def2-TZVPD

```
24
Properties=species:S:1:pos:R:3:forces:R:3:lowdin_charge:R:1
C 0.570830 -0.076195 3.724729 0.22 0.25 -0.37 -0.110
C -0.307586 -0.086424 2.887026 -0.11 -0.14 0.00 -0.361
Sb -1.845433 0.004313 1.213226 -0.50 0.35 -0.15 0.646
C -0.416336 1.363211 0.187044 0.23 -0.26 0.46 -0.422
C 0.967242 0.803978 -0.130585 -0.14 0.22 -0.45 -0.281
C 1.097370 -0.136410 -1.349738 -0.04 -0.27 0.22 -0.434
C 0.026586 0.085913 -2.409463 0.53 0.20 -0.12 -0.105
C 1.190157 -1.630465 -0.985139 0.12 0.11 -0.29 -0.110
H 1.466532 0.077067 4.269199 0.07 -0.14 0.39 -0.038
H -2.554304 1.429313 2.002230 0.09 0.03 0.00 -0.111
H -3.040668 0.124488 -0.104094 -0.02 -0.04 -0.07 -0.142
H -1.126735 -1.407621 0.473963 0.08 -0.10 0.08 -0.093
H -2.924093 -0.997845 2.179708 0.11 -0.05 -0.07 -0.132
H -0.889355 1.814941 -0.681072 -0.17 -0.04 -0.19 0.027
H -0.285733 2.160057 0.917763 -0.09 0.10 0.19 0.028
H 1.377540 0.308273 0.744593 0.00 -0.11 0.24 0.073
H 1.629029 1.654553 -0.317576 0.13 0.13 -0.02 0.091
H 2.048430 0.106232 -1.822374 0.19 0.12 -0.06 0.108
H 0.115292 1.094034 -2.810763 -0.21 0.21 -0.02 0.072
H -0.973499 -0.058761 -2.017981 -0.21 -0.11 0.05 0.058
H 0.210054 -0.591440 -3.241092 -0.16 -0.20 -0.14 0.068
H 1.362147 -1.783765 0.072912 -0.02 -0.06 0.20 0.059
H 0.291087 -2.164997 -1.269699 -0.26 -0.09 0.14 0.049
H 2.011448 -2.092448 -1.532818 0.14 -0.11 -0.06 0.059
```
Positions in Å, forces in eV/Å.

Computed properties:
Molar mass   221.96 g/mol
ΔE to the lowest compared entry with this formula, charge and spin   0.00 kJ/mol
Energy   -516.34872 Ha
E_HOMO   -3.582 eV
Frontier orbital gap   0.2683 Ha
Net charge   -1